Here is a molecular structure, C35H30N9O4SY from the OMol25 dataset. Energies are from the ωB97M-V functional and the def2-TZVPD basis.

Last column: Löwdin charge in e.
Geometry (Å):
Y 0.2295 0.2049 -0.1653  1.534
S 2.0874 1.4010 2.2887  0.606
O -1.3208 -1.9923 3.3883  0.016
O -0.8620 4.0934 1.5739  -0.006
O -0.0357 -4.6984 -2.6358  0.057
O 1.6353 -0.9637 -1.6587  -0.182
N 1.2212 2.3682 -0.7373  -0.010
N 0.9106 0.1621 4.3144  0.031
N -1.0055 1.9210 0.7767  -0.028
N -0.2367 -2.0998 -2.3751  0.040
N -1.7315 1.6457 -2.0582  0.104
N -1.1486 -0.6879 1.4709  -0.007
N -0.8487 -0.8829 -2.1282  -0.065
N 0.0850 2.2436 3.8181  0.047
N 1.3440 -1.6719 1.1180  0.024
C 0.6948 3.3944 -0.0572  -0.238
C -0.7666 -1.6316 2.3496  -0.485
C -2.1572 1.5081 1.4803  -0.219
C -4.4691 0.5210 2.6898  -0.096
C 3.4843 -5.4935 -2.6169  -0.083
C -2.2095 2.8800 -1.9785  -0.110
C 3.0820 -3.2288 1.5957  -0.036
C 1.8674 -3.2417 -2.3163  -0.085
C -3.6807 1.0274 -3.3094  -0.015
C -0.5056 3.1473 0.8553  -0.555
C 3.2596 -3.1410 -2.2656  -0.047
C 2.5729 -2.1441 0.9061  -0.128
C 2.8695 3.8102 -1.6617  -0.046
C 2.2856 2.5647 -1.5157  -0.110
C 1.2886 -4.5010 -2.5496  -0.269
C 1.2235 4.6709 -0.1502  0.009
C 0.5796 -2.2560 2.0439  -0.200
C -3.4174 3.2675 -2.5443  -0.041
C -0.0295 -0.0607 5.4090  -0.158
C 2.2809 -3.8474 2.5431  -0.041
C -1.2917 0.7461 5.1680  -0.147
C 0.9380 1.2596 3.5494  -0.810
C -3.2094 2.3655 1.8014  -0.032
C -0.9383 2.1881 4.8573  -0.143
C -1.8632 -0.5997 -2.8328  -0.055
C 1.0581 -2.0190 -2.1016  -0.452
C 4.0721 -4.2454 -2.4170  -0.094
C -2.4610 0.7355 -2.7158  -0.259
C 1.0112 -3.3488 2.7797  0.003
C -4.1682 2.3211 -3.2161  -0.054
C 2.3237 4.8776 -0.9653  -0.039
C 2.1124 -5.6216 -2.6824  -0.014
C -3.4282 -0.3442 2.3821  -0.039
C -4.3575 1.8730 2.4065  -0.099
C -2.2608 0.1322 1.7904  -0.235
H 4.1061 -6.3732 -2.7294  0.103
H 1.5678 -0.5528 4.0518  0.113
H -1.6043 3.5972 -1.4367  0.106
H -2.2479 -1.3066 -3.5647  0.133
H -1.8460 0.3078 4.3397  0.089
H -5.1668 2.5513 2.6487  0.097
H -0.5780 2.7026 5.7537  0.121
H 4.0809 -3.5813 1.3804  0.110
H -1.8092 2.7259 4.4838  0.120
H -5.1177 2.5852 -3.6631  0.111
H -3.1095 3.4170 1.5760  0.103
H -0.2628 -1.1236 5.4348  0.111
H 3.7320 3.9313 -2.3020  0.107
H 3.6849 -2.1578 -2.1110  0.110
H -3.5030 -1.3956 2.6128  0.110
H -4.2312 0.2530 -3.8273  0.115
H 0.0845 3.0359 3.1877  0.098
H 2.7600 5.8644 -1.0536  0.111
H -1.9262 0.7070 6.0539  0.123
H 0.7683 5.4613 0.4278  0.120
H 0.3396 -3.7692 3.5142  0.119
H -3.7527 4.2912 -2.4530  0.109
H 1.6405 -6.5820 -2.8431  0.117
H -0.4737 -3.8178 -2.5552  0.064
H -5.3680 0.1331 3.1533  0.098
H 2.6439 -4.7069 3.0925  0.111
H 2.6681 1.6898 -2.0292  0.112
H 5.1487 -4.1421 -2.3841  0.098
H 0.4363 0.2213 6.3587  0.120
H 3.1528 -1.6351 0.1501  0.103

Values from the calculation:
**E_tot**: -2582.3426 a.u.
**LUMO level**: -0.0159 Eh
**Relative energy (zero: lowest compared OMol25 entry of this formula, charge and spin)**: 0.0 kJ/mol
**HOMO-LUMO gap**: 0.255 Eh